The following is a DFT calculation (wB97M-V/def2-TZVPD) of a single C2H3Br2OP molecule.

The energy above the lowest of the compared OMol25 structures with the same formula, charge and spin is 97.19 kJ/mol. The calculation puts the LUMO energy at 0.173 eV. The value obtained for the HOMO energy is -9.118 eV. As for the SMILES: O/C=C\P(Br)Br. Its orbital gap is 9.291 eV.

CARTESIAN COORDINATES (ANGSTROEM)
O1 -0.64 0.66 -1.55
C1 0.05 0.17 -0.46
C2 1.34 -0.11 -0.17
P1 3.03 -0.01 -0.93
Br1 3.80 1.72 0.23
Br2 4.01 -1.75 0.00
H1 -1.53 0.88 -1.23
H2 -0.59 -0.06 0.40
H3 1.47 -0.52 0.83

The following is a DFT calculation (wB97M-V/def2-TZVPD) of a molecular structure, C2H3Br6Ca2F2O3PRb.

As for the total charge: +3. The energy above the lowest of the compared OMol25 structures with the same formula, charge and spin is 11.11 kJ/mol. The calculation puts the LUMO energy at -12.067 eV. The value obtained for the HOMO energy is -16.557 eV. Its orbital gap is 4.490 eV.

CARTESIAN COORDINATES (ANGSTROEM)
Rb1 -4.00 -1.22 -2.06
Ca1 0.06 -3.71 0.93
Ca2 -0.78 -1.46 3.50
O1 0.97 -2.23 2.43
H1 1.70 -1.80 1.98
O2 -0.30 -1.76 -0.28
P1 -0.79 -0.42 0.20
O3 -0.88 -0.15 1.67
F1 -2.17 -0.13 -0.51
F2 0.08 0.67 -0.47
C1 -0.24 -0.61 -3.79
Br1 1.18 -0.49 -5.10
Br2 -1.03 -2.41 -3.75
Br3 -1.52 0.81 -4.08
H2 0.28 -0.54 -2.85
C2 1.46 3.06 2.32
Br4 1.68 1.45 3.43
Br5 3.17 3.92 1.99
Br6 0.13 4.27 3.07
H3 1.03 2.78 1.37